Entry from OMol25: C28H39Cl27I2N4S2 as an isolated structure at a distorted geometry (wB97M-V/def2-TZVPD).

Its maximum force is 6.90 eV/A. The gap between HOMO and LUMO comes out at 7.67 eV. The calculation puts the electronic energy at -411597.6147 eV. For the LUMO energy, the calculation gives -0.7 eV. The total charge is 0.

Element x y z (Å)
1 C -2.947 -4.270 -2.168
2 C -2.827 -3.941 -3.770
3 C -1.316 -4.227 -4.268
4 C -0.837 -2.975 -5.215
5 N 0.120 -2.155 -4.405
6 C -0.436 -0.806 -4.068
7 C 0.468 0.019 -2.991
8 C 0.042 -0.350 -1.454
9 C 0.146 1.064 -0.629
10 C 0.153 0.819 0.994
11 C -0.894 -0.410 1.182
12 N -1.378 -1.466 1.523
13 C -0.347 2.177 1.708
14 I -0.474 4.118 0.656
15 C -0.724 2.254 3.104
16 C -0.651 0.995 4.083
17 I -1.412 4.135 4.011
18 C 1.620 0.492 1.581
19 N 2.270 1.672 2.279
20 C 2.688 -0.013 0.503
21 N 3.384 -0.195 -0.480
22 C 1.431 -2.073 -5.088
23 S 1.926 -0.823 -6.102
24 S 2.621 -3.475 -4.749
25 C 2.363 -3.804 -2.908
26 C 2.011 -5.346 -2.619
27 C 2.250 -5.798 -1.079
28 H -3.858 -3.664 -1.803
29 H -3.077 -5.407 -2.013
30 H -1.998 -3.874 -1.630
31 H -3.030 -2.818 -3.881
32 H -3.584 -4.607 -4.311
33 H -1.186 -5.216 -4.836
34 H -0.651 -4.210 -3.320
35 H -1.745 -2.386 -5.607
36 H -0.353 -3.468 -6.140
37 H -0.642 -0.181 -5.027
38 H -1.485 -1.002 -3.613
39 H 1.592 -0.087 -3.175
40 H 0.212 1.135 -3.176
41 H 0.714 -1.156 -1.000
42 H -1.067 -0.678 -1.536
43 H 1.027 1.708 -0.967
44 H -0.882 1.564 -0.831
45 H 0.121 0.201 3.803
46 H -1.685 0.464 4.039
47 H -0.529 1.353 5.177
48 H 1.536 -0.352 2.372
49 H 3.120 1.337 2.783
50 H 2.591 2.268 1.489
51 H 3.385 -3.590 -2.403
52 H 1.619 -3.065 -2.436
53 H 2.742 -5.982 -3.259
54 H 0.919 -5.627 -2.870
55 H 3.004 -5.141 -0.521
56 H 1.231 -5.830 -0.542
57 H 2.656 -6.879 -1.105
58 C 0.989 7.243 5.236
59 Cl 1.711 7.646 6.801
60 Cl 0.810 8.695 4.240
61 Cl 1.963 6.029 4.396
62 H -0.001 6.825 5.414
63 C -4.750 -3.054 3.012
64 Cl -5.981 -3.282 1.762
65 Cl -5.257 -1.810 4.165
66 Cl -4.422 -4.579 3.848
67 H -3.831 -2.721 2.531
68 C 0.827 12.583 5.851
69 Cl -0.412 12.357 4.604
70 Cl 0.308 13.813 7.015
71 Cl 1.169 11.052 6.669
72 H 1.741 12.927 5.372
73 C -1.787 -8.376 -5.434
74 Cl -2.570 -6.860 -5.904
75 Cl -0.298 -8.054 -4.532
76 Cl -2.890 -9.375 -4.477
77 H -1.528 -8.922 -6.339
78 C 3.364 15.350 3.561
79 Cl 2.473 15.237 5.085
80 Cl 4.951 16.088 3.821
81 Cl 3.538 13.750 2.827
82 H 2.799 15.984 2.878
83 C -1.505 -12.122 -7.679
84 Cl -2.289 -10.607 -8.152
85 Cl -0.016 -11.795 -6.779
86 Cl -2.606 -13.118 -6.718
87 H -1.246 -12.671 -8.582
88 C 5.225 -4.838 2.300
89 Cl 3.776 -5.713 2.815
90 Cl 6.332 -5.919 1.442
91 Cl 4.789 -3.458 1.281
92 H 5.731 -4.462 3.187
93 C 0.541 13.338 0.094
94 Cl 0.094 13.184 1.801
95 Cl 1.792 14.573 -0.118
96 Cl 1.087 11.783 -0.548
97 H -0.342 13.648 -0.463
98 C -4.788 -2.202 7.998
99 Cl -5.575 -0.688 7.527
100 Cl -3.297 -1.875 8.894
101 Cl -5.887 -3.199 8.962
102 H -4.532 -2.750 7.093

***

Entry from OMol25: C23H47Cl26GaNO as an isolated structure at a distorted geometry (wB97M-V/def2-TZVPD).

Its maximum force is 1.66 eV/A. The gap between HOMO and LUMO comes out at 5.90 eV. The calculation puts the electronic energy at -406109.2512 eV. For the LUMO energy, the calculation gives 1.4 eV. The total charge is -1.

Element x y z (Å)
1 C 2.773 4.439 2.081
2 C 2.038 5.448 1.638
3 C 1.392 5.464 0.294
4 Ga -0.094 4.034 0.196
5 C 0.286 2.566 -1.210
6 C 0.250 1.144 -0.645
7 C -1.022 0.395 -0.755
8 O -0.521 0.906 0.507
9 N -1.828 4.880 -0.258
10 C -2.905 4.142 0.407
11 C -4.305 4.654 0.086
12 C -5.351 4.113 1.067
13 C -6.646 3.652 0.392
14 H 3.220 4.421 3.064
15 H 2.916 3.561 1.466
16 H 1.877 6.301 2.287
17 H 0.908 6.423 0.118
18 H 2.188 5.305 -0.432
19 H -0.309 3.421 1.653
20 H 1.268 2.685 -1.670
21 H -0.484 2.580 -1.982
22 H 1.159 0.564 -0.769
23 H -1.879 0.957 -1.090
24 H -1.058 -0.681 -0.645
25 H -1.985 4.801 -1.259
26 H -2.858 3.066 0.184
27 H -2.742 4.236 1.483
28 H -4.292 5.741 0.079
29 H -4.561 4.328 -0.926
30 H -4.901 3.253 1.566
31 H -5.543 4.842 1.851
32 H -6.501 2.657 -0.025
33 H -6.922 4.357 -0.382
34 H -7.443 3.569 1.128
35 C -5.384 -1.174 -0.979
36 Cl -7.092 -0.701 -1.061
37 Cl -4.305 0.216 -1.008
38 H -5.227 -1.716 -0.054
39 H -5.166 -1.801 -1.835
40 C -7.604 -0.596 -4.928
41 Cl -8.258 -1.550 -6.272
42 Cl -5.892 -0.920 -4.662
43 H -7.725 0.455 -5.160
44 H -8.144 -0.855 -4.025
45 C -5.111 -4.288 -6.211
46 Cl -4.475 -4.335 -4.567
47 Cl -3.843 -4.524 -7.425
48 H -5.842 -5.080 -6.321
49 H -5.568 -3.318 -6.371
50 C -2.130 7.336 1.898
51 Cl -3.839 7.354 2.394
52 Cl -1.105 6.573 3.107
53 H -2.039 6.763 0.970
54 H -1.813 8.364 1.769
55 C 2.566 -1.464 1.357
56 Cl 3.447 -2.472 2.526
57 Cl 3.453 -0.007 0.932
58 H 2.404 -2.049 0.460
59 H 1.621 -1.171 1.800
60 C -3.838 8.646 6.024
61 Cl -5.536 8.715 6.522
62 Cl -2.823 7.860 7.238
63 H -3.774 8.088 5.098
64 H -3.483 9.660 5.886
65 C -3.495 -3.773 -11.014
66 Cl -4.209 -4.592 -12.412
67 Cl -1.798 -4.208 -10.781
68 H -3.554 -2.704 -11.177
69 H -4.049 -4.058 -10.130
70 C 6.803 -3.096 3.396
71 Cl 7.286 -4.794 3.244
72 Cl 8.183 -2.001 3.234
73 H 6.089 -2.869 2.616
74 H 6.358 -2.951 4.372
75 C 8.684 -8.253 3.470
76 Cl 7.954 -9.172 2.152
77 Cl 10.379 -8.714 3.723
78 H 8.646 -7.198 3.222
79 H 8.134 -8.450 4.382
80 C 11.041 -5.617 5.453
81 Cl 9.829 -6.032 6.673
82 Cl 10.563 -4.202 4.510
83 H 11.979 -5.404 5.951
84 H 11.150 -6.459 4.782
85 C -9.813 6.443 -1.077
86 Cl -9.594 4.692 -1.023
87 Cl -8.270 7.304 -1.120
88 H -10.373 6.695 -1.970
89 H -10.351 6.748 -0.188
90 C 10.638 -5.805 0.873
91 Cl 11.974 -5.894 -0.282
92 Cl 9.062 -5.979 0.093
93 H 10.756 -6.607 1.593
94 H 10.670 -4.840 1.367
95 C 7.970 -12.468 0.039
96 Cl 9.263 -12.560 -1.162
97 Cl 6.369 -12.643 -0.689
98 H 8.110 -13.267 0.756
99 H 8.022 -11.502 0.526

***

What is the LUMO energy in the second record?
1.4 eV

***

What is the formula in the first record?
C28H39Cl27I2N4S2

***

The lowest LUMO energy belongs to which entry?
C28H39Cl27I2N4S2